This record from the Open Molecules 2025 dataset describes a cluster of 8 separate species, C35H76N3O24P in total at a distorted geometry. The level of theory is wB97M-V/def2-TZVPD.

Summary:
total energy	-3690.2710	Eh
maximum force	0.057	hartree/bohr
LUMO level	0.49	eV
HOMO-LUMO gap	8.56	eV
HOMO level	-8.075	eV
SMILES string	CNC[C@@H](OC[C@](N)(CCCCCOC)C[C@@H](C)O)[PH2]=N.COC(=O)OC.COC(=O)OC.COC(=O)OC.COC(=O)OC.COC(=O)OC.COC(=O)OC.COC(=O)OC

Last column: Löwdin charge in e.
CARTESIAN COORDINATES (ANGSTROEM)
C  -3.66427  -2.96016  -4.80595  -0.157
N  -3.27003  -2.04162  -3.65296  -0.168
C  -4.36410  -1.05459  -3.32172  -0.207
C  -3.92575  0.11787  -2.23648  -0.387
O  -3.40667  -0.39399  -0.96390  -0.247
C  -1.97202  -0.69805  -1.00159  -0.144
C  -1.06486  0.37259  -0.09045  -0.384
N  -0.14047  1.14525  -1.00482  0.040
C  -0.26665  -0.50068  1.08331  -0.144
C  0.99844  -1.37182  0.51170  -0.185
C  2.37203  -0.58629  1.03511  -0.215
C  3.72741  -1.06677  0.23908  -0.160
C  4.20464  0.07246  -0.88350  -0.207
O  3.27582  0.01636  -2.05901  -0.279
C  4.03527  0.45515  -3.27319  -0.114
C  -2.03409  1.43331  0.76075  -0.087
C  -1.17714  2.58943  1.56301  -0.367
C  -1.29424  4.09333  0.92106  -0.078
O  -1.43385  2.54757  3.04031  -0.125
P  -2.83538  1.51055  -3.03098  0.768
N  -1.65153  0.94792  -3.97970  -0.339
H  -4.67107  -3.54292  -4.61754  0.094
H  -3.65985  -2.31089  -5.78017  0.084
H  -2.79870  -3.76098  -4.89735  0.091
H  -2.38238  -1.58812  -3.96094  0.073
H  -4.59671  -0.46590  -4.33400  0.114
H  -5.38623  -1.54160  -3.00307  0.134
H  -4.94910  0.67298  -1.96736  0.138
H  -1.84259  -1.73987  -0.43241  0.126
H  -1.51902  -0.86690  -2.06734  0.114
H  0.85478  1.15682  -0.65678  0.070
H  -0.39718  2.15954  -1.08080  0.048
H  0.13059  0.15864  1.96443  0.103
H  -1.03562  -1.27411  1.56029  0.114
H  0.98831  -1.57202  -0.64131  0.122
H  0.99118  -2.40657  1.08186  0.118
H  2.29962  0.59287  0.87520  0.102
H  2.47875  -0.72139  2.21420  0.120
H  3.47955  -2.10880  -0.27167  0.124
H  4.59887  -1.16292  1.04545  0.114
H  4.19131  1.16542  -0.45482  0.129
H  5.29676  -0.13959  -1.25239  0.109
H  4.51648  -0.47492  -3.83570  0.099
H  4.88006  1.23022  -2.97535  0.098
H  3.26142  1.01915  -3.94930  0.099
H  -2.86583  1.92726  0.10259  0.094
H  -2.59704  0.78972  1.58092  0.135
H  -0.03157  2.27208  1.45481  0.128
H  -0.63027  4.13038  -0.06119  0.079
H  -0.81625  4.89163  1.65296  0.095
H  -2.40440  4.32122  0.62926  0.085
H  -0.69281  2.00445  3.47714  0.111
H  -2.37367  2.37255  -1.97360  -0.010
H  -3.75752  2.28632  -3.87216  0.006
H  -0.74234  1.32352  -3.57952  -0.037
C  -4.80263  -4.91678  4.89128  -0.056
O  -4.95257  -4.66824  3.49482  -0.012
C  -4.42679  -3.48873  3.07817  -0.559
O  -3.86202  -2.66655  3.78247  0.106
O  -4.63814  -3.38243  1.74196  -0.001
C  -4.13365  -2.18117  1.16169  -0.052
H  -5.25860  -5.88563  5.11293  0.093
H  -3.74325  -4.96461  5.16331  0.097
H  -5.32008  -4.15053  5.47751  0.098
H  -3.04754  -2.11955  1.28468  0.069
H  -4.62440  -1.30560  1.59885  0.107
H  -4.35792  -2.20253  0.09170  0.090
C  8.37572  -4.52321  -5.97658  -0.051
O  7.21343  -4.31079  -6.77552  -0.009
C  6.44786  -3.26271  -6.37962  -0.558
O  6.67511  -2.52565  -5.43301  0.094
O  5.38554  -3.17662  -7.21956  -0.008
C  4.48662  -2.11014  -6.92153  -0.052
H  8.91229  -5.38494  -6.38305  0.095
H  9.03859  -3.65300  -6.02038  0.098
H  8.09719  -4.74777  -4.94190  0.097
H  4.99399  -1.14345  -7.00300  0.099
H  4.05265  -2.23829  -5.92463  0.093
H  3.67626  -2.13612  -7.65521  0.096
C  6.71719  -2.60811  4.49559  -0.044
O  6.60464  -1.55570  5.45168  -0.008
C  5.84795  -0.50691  5.04087  -0.551
O  5.28476  -0.40784  3.96199  0.103
O  5.82629  0.41267  6.03854  -0.047
C  5.06116  1.57985  5.74440  -0.040
H  7.34312  -3.39295  4.92910  0.094
H  5.73379  -3.03518  4.27403  0.100
H  7.19973  -2.24876  3.58094  0.094
H  4.01155  1.32023  5.57266  0.103
H  5.47754  2.10657  4.87968  0.099
H  5.11353  2.24544  6.61035  0.096
C  -9.01409  2.62923  -2.96619  -0.050
O  -8.98843  2.67305  -4.39159  -0.012
C  -7.87557  2.13029  -4.94679  -0.558
O  -6.94111  1.63162  -4.33925  0.086
O  -7.98252  2.23835  -6.29524  -0.009
C  -6.87403  1.70435  -7.01658  -0.049
H  -9.94743  3.08970  -2.63071  0.092
H  -8.99414  1.59372  -2.61138  0.099
H  -8.17874  3.19961  -2.54733  0.100
H  -6.76844  0.63188  -6.82365  0.098
H  -5.95317  2.23779  -6.75961  0.098
H  -7.06614  1.84449  -8.08386  0.095
C  11.06242  -3.49062  1.74471  -0.053
O  10.88525  -3.25575  0.34908  -0.010
C  9.70497  -2.66865  0.02726  -0.559
O  8.82790  -2.34381  0.81225  0.100
O  9.66958  -2.50542  -1.31942  -0.010
C  8.47607  -1.89417  -1.80537  -0.049
H  12.03849  -3.96269  1.88668  0.094
H  11.05261  -2.54676  2.29932  0.098
H  10.29257  -4.17122  2.12243  0.097
H  8.36277  -0.88652  -1.39263  0.097
H  7.60287  -2.51100  -1.56955  0.099
H  8.55634  -1.81334  -2.89287  0.092
C  -12.54899  7.83537  0.20313  -0.053
O  -12.52333  7.87919  -1.22227  -0.010
C  -11.41047  7.33643  -1.77747  -0.560
O  -10.47602  6.83776  -1.16994  0.105
O  -11.51743  7.44449  -3.12593  -0.009
C  -10.40894  6.91049  -3.84727  -0.047
H  -13.48233  8.29585  0.53860  0.094
H  -12.52905  6.79986  0.55794  0.098
H  -11.71365  8.40575  0.62198  0.099
H  -10.30334  5.83802  -3.65433  0.089
H  -9.48808  7.44393  -3.59030  0.100
H  -10.60104  7.05063  -4.91454  0.096
C  5.97768  0.09106  9.15246  -0.042
O  5.23550  -0.77761  10.00623  -0.007
C  3.88896  -0.64642  9.90168  -0.557
O  3.29880  0.12629  9.16303  0.105
O  3.31266  -1.52407  10.76136  -0.011
C  1.88665  -1.49730  10.75918  -0.054
H  7.04150  -0.09926  9.31910  0.100
H  5.75162  -0.11509  8.10129  0.073
H  5.77310  1.13872  9.39564  0.100
H  1.49700  -1.76684  9.77222  0.098
H  1.51858  -0.51313  11.06660  0.098
H  1.53358  -2.23766  11.48224  0.094